{"formula": "C29H47BeBrF3GeN2O2SSbSe", "method": "ωB97M-V with the def2-TZVPD basis set", "gap_ev": 8.005, "homo_ev": -7.9793, "e_tot_ev": -255745.7833, "total_charge": 0, "species": ["Be", "F", "C", "F", "F", "C", "C", "C", "C", "N", "C", "S", "H", "H", "H", "Br", "C", "C", "N", "C", "C", "C", "C", "O", "O", "H", "H", "H", "C", "Ge", "C", "C", "C", "Se", "C", "H", "H", "H", "H", "H", "H", "H", "H", "H", "H", "H", "H", "H", "H", "C", "C", "C", "C", "Sb", "C", "C", "C", "C", "C", "C", "C", "C", "H", "H", "H", "H", "H", "H", "H", "H", "H", "H", "H", "H", "H", "H", "H", "H", "H", "H", "H", "H", "H", "H", "H", "H", "H", "H", "H"], "coordinates": [[-0.05748, -0.36608, -1.55969], [4.19660, 0.75560, -3.87324], [4.47526, -0.27157, -3.01294], [5.77010, -0.14768, -2.67297], [4.32450, -1.37062, -3.76391], [3.60145, -0.27123, -1.79802], [4.11203, -0.07187, -0.53409], [3.32314, 0.01332, 0.61189], [1.97306, -0.13003, 0.46219], [1.44030, -0.28442, -0.74708], [2.19807, -0.39531, -1.87846], [1.26039, -0.57626, -3.28996], [5.18518, 0.07407, -0.45895], [3.79999, 0.12994, 1.60129], [1.35074, -0.09736, 1.34017], [-2.57637, -7.09370, -0.41434], [-2.85114, -5.25890, -0.22424], [-3.58764, -4.86910, 0.91361], [-3.91356, -3.58964, 1.15119], [-3.45994, -2.66288, 0.30114], [-2.70556, -2.97392, -0.79506], [-2.39682, -4.29019, -1.09264], [-2.12737, -1.80379, -1.54831], [-2.69012, -1.30807, -2.49803], [-0.98731, -1.44965, -1.01801], [-3.94497, -5.64888, 1.59830], [-3.67596, -1.64985, 0.55694], [-1.83922, -4.50453, -1.98724], [4.30816, -3.55111, 2.86397], [2.71598, -3.72980, 4.04107], [2.28099, -2.06184, 5.06329], [3.10946, -5.11311, 5.40596], [1.24530, -4.33478, 2.89911], [0.66969, -3.18734, 1.48779], [-0.54120, -2.07529, 2.47562], [5.16903, -3.15239, 3.39375], [4.04324, -2.85818, 2.08375], [4.57500, -4.50494, 2.42571], [2.92901, -1.88204, 5.87840], [1.24371, -2.13601, 5.42300], [2.33734, -1.22907, 4.35438], [3.97516, -4.81140, 5.98384], [3.30311, -6.05317, 4.90194], [2.27282, -5.26039, 6.08160], [0.33028, -4.60782, 3.46937], [1.60484, -5.21093, 2.41862], [-0.04747, -1.54212, 3.28833], [-1.30862, -2.73093, 2.85286], [-0.96712, -1.34865, 1.79759], [-3.37033, 3.60251, -0.01982], [-2.87561, 2.16387, -0.32564], [-2.71697, 1.38740, 0.98982], [-3.94029, 1.50271, -1.18216], [-0.99983, 2.05523, -1.40247], [-1.29216, 2.92117, -3.35278], [-2.12135, 4.22116, -3.51182], [-1.91569, 1.77323, -4.14395], [0.15352, 3.20306, -3.89311], [0.27371, 3.52838, -0.39850], [1.77083, 3.26825, -0.68942], [-0.01720, 4.99419, -0.79412], [0.15220, 3.42942, 1.14255], [-4.37754, 3.56342, 0.40316], [-3.46298, 4.19495, -0.91823], [-2.75153, 4.13747, 0.66633], [-3.69757, 1.39292, 1.49405], [-1.93151, 1.77227, 1.60005], [-2.46220, 0.35197, 0.81628], [-4.85334, 1.27604, -0.60483], [-3.63335, 0.54060, -1.56451], [-4.19275, 2.15924, -2.02980], [-3.16394, 4.10943, -3.14041], [-2.24822, 4.47730, -4.57056], [-1.71289, 5.08704, -3.00507], [-2.92071, 1.55409, -3.80225], [-1.33411, 0.83439, -4.08910], [-1.92349, 2.02674, -5.19428], [0.65323, 4.08431, -3.46986], [0.05916, 3.38305, -4.98900], [0.79890, 2.35606, -3.77172], [1.93017, 3.23264, -1.75364], [2.10295, 2.35152, -0.17969], [2.38038, 4.06588, -0.26649], [0.22756, 5.24015, -1.81793], [0.63606, 5.64118, -0.20945], [-1.05900, 5.31416, -0.56952], [0.22472, 2.40293, 1.51167], [-0.79332, 3.85506, 1.48855], [0.95844, 4.03854, 1.58817]]}



{"formula": "C29H47Cl2FFeN3O4Si", "method": "ωB97M-V with the def2-TZVPD basis set", "gap_ev": [5.789, 4.437], "spin_multiplicity": 6, "s2": 8.762, "homo_ev": [-6.0009, -5.9995], "e_tot_ev": -113521.2980, "total_charge": 0, "species": ["C", "C", "H", "H", "H", "C", "C", "H", "H", "H", "H", "Fe", "Cl", "C", "O", "N", "C", "C", "H", "H", "H", "H", "H", "H", "H", "H", "H", "C", "C", "N", "H", "C", "O", "H", "H", "H", "H", "H", "H", "C", "C", "N", "H", "C", "O", "H", "H", "H", "H", "O", "C", "C", "C", "H", "C", "H", "C", "H", "C", "C", "H", "H", "H", "Si", "Cl", "C", "C", "C", "H", "H", "H", "H", "H", "H", "H", "H", "H", "F", "C", "C", "C", "C", "C", "C", "H", "H", "H", "H"], "coordinates": [[0.48542, 5.37170, -1.80090], [-0.53809, 4.46641, -1.19320], [-0.03703, 6.21611, -2.26636], [1.11171, 4.86797, -2.55296], [1.15891, 5.76864, -1.02128], [-1.84551, 4.77300, -1.15211], [-2.48321, 5.91103, -1.86813], [-2.52453, 4.25594, -0.47990], [-2.35701, 5.85263, -2.95927], [-2.11801, 6.89144, -1.52957], [-3.55761, 5.88460, -1.66112], [0.18776, -2.35926, 0.94065], [1.62580, -1.13371, -1.72222], [-2.02974, -2.65331, 2.61422], [-1.40031, -3.51363, 1.93409], [-3.35625, -2.44722, 2.61727], [-4.23717, -2.77034, 1.50186], [-3.95088, -1.85302, 3.80211], [-1.48373, -1.95262, 3.28040], [-3.70631, -3.38144, 0.76707], [-4.60263, -1.84716, 1.02800], [-5.10635, -3.30989, 1.89465], [-3.14293, -1.61762, 4.49905], [-4.64389, -2.56213, 4.27027], [-4.50110, -0.94052, 3.55071], [1.94373, -7.10909, -0.07508], [4.32524, -6.48467, 1.34694], [2.19952, -6.20514, -0.64217], [4.36621, -5.73615, 0.53922], [3.02467, -5.30039, 0.16199], [1.29125, -5.69425, -0.96947], [2.51633, -4.17973, 0.65583], [1.32247, -3.83746, 0.37467], [4.92781, -4.85650, 0.88147], [3.15950, -3.55826, 1.30296], [2.77491, -6.53580, -1.51084], [4.85864, -6.18805, -0.33053], [-0.41233, 1.12135, -2.82927], [-3.03188, 2.21623, -3.11715], [-1.03069, 0.41398, -3.41873], [-3.37880, 1.18193, -3.22954], [-2.33892, 0.25865, -2.79143], [-0.53169, -0.56268, -3.45416], [-2.74863, -0.98247, -2.32693], [-2.25871, -2.07353, -2.58265], [-4.27212, 1.03316, -2.61271], [-3.62844, -0.87175, -1.63747], [-1.17010, 0.83387, -4.42905], [-3.62423, 1.01212, -4.29024], [0.58271, 2.24747, -1.31719], [0.04569, 3.22341, -0.48104], [-2.08351, 1.95209, -0.12635], [-0.99303, 2.59275, 0.44804], [-2.07679, 1.83733, -1.21075], [-3.13063, 1.46847, 0.67150], [0.81583, 3.63289, 0.19723], [-0.89146, 2.71254, 1.83437], [-4.00505, 1.00910, 0.19974], [-3.00638, 1.55400, 2.06160], [-1.87697, 2.14328, 2.63758], [-0.03653, 3.25426, 2.25107], [-3.79117, 1.13501, 2.69251], [-1.77850, 2.18647, 3.72038], [3.11837, 0.27776, -2.18264], [-1.17298, -0.86081, 0.26202], [3.15961, 0.37427, -4.06748], [4.75180, -0.64459, -1.79829], [3.00385, 1.73656, -1.06548], [2.24184, -0.02116, -4.53158], [4.00995, -0.25106, -4.39871], [3.33111, 1.40727, -4.40387], [1.89695, 2.18796, -1.18954], [3.74364, 2.49418, -1.36238], [3.11089, 1.47168, -0.00376], [4.63475, -1.21953, -0.87433], [5.60199, 0.04082, -1.68817], [4.98238, -1.34372, -2.61554], [2.48238, 1.14045, 5.53785], [2.19309, 0.38428, 4.42254], [2.05595, -0.99402, 4.56682], [1.62612, -1.73651, 3.44154], [1.31768, -1.07765, 2.27636], [1.54748, 0.26743, 2.10020], [1.99583, 1.03378, 3.20353], [2.25477, -1.47214, 5.52257], [1.54908, -2.82215, 3.50192], [1.39756, 0.75606, 1.13729], [2.16064, 2.10881, 3.12149]]}



{"formula": "C29H47N2O22", "method": "ωB97M-V with the def2-TZVPD basis set", "gap_ev": 9.845, "homo_ev": -11.9122, "e_tot_ev": -78851.0386, "total_charge": 1, "species": ["C", "C", "C", "N", "N", "C", "C", "C", "C", "O", "C", "O", "C", "O", "C", "C", "O", "H", "H", "H", "H", "H", "H", "H", "H", "H", "H", "H", "H", "H", "H", "H", "H", "H", "H", "H", "H", "H", "H", "H", "C", "C", "O", "C", "O", "O", "H", "H", "H", "H", "C", "C", "O", "C", "O", "O", "H", "H", "H", "H", "C", "C", "O", "C", "O", "O", "H", "H", "H", "H", "C", "C", "O", "C", "O", "O", "H", "H", "H", "H", "C", "C", "O", "C", "O", "O", "H", "H", "H", "H", "C", "C", "O", "C", "O", "O", "H", "H", "H", "H"], "coordinates": [[-0.42657, -4.64308, 0.48302], [-0.16845, -3.31812, -0.42428], [-1.01451, -2.14002, 0.25426], [-0.75335, -0.76857, -0.30968], [-0.91532, -0.70392, -1.71598], [-1.86312, 0.12805, 0.25989], [-3.22443, 0.05865, -0.62282], [-4.46801, 0.34989, 0.38811], [-4.96126, -1.09390, 0.91981], [-4.04376, -1.64970, 1.93894], [-4.78351, -1.66986, 3.15278], [-4.83269, -2.74317, 3.80701], [0.62910, -0.23194, -0.01624], [1.21553, -0.74865, 1.19710], [2.23286, 0.10334, 1.69877], [2.71354, -0.13136, 3.22835], [2.82767, 0.99700, 1.05690], [0.31687, -5.48024, 0.27678], [-1.47902, -5.08549, 0.29867], [-0.44131, -4.30668, 1.58998], [-0.66798, -3.56055, -1.43872], [0.93810, -3.09085, -0.58061], [-0.91135, -2.17705, 1.40366], [-2.12598, -2.38830, 0.05661], [-0.15656, -1.20034, -2.20776], [-0.76938, 0.30209, -1.95626], [-2.01226, -0.22576, 1.33554], [-1.57026, 1.22917, 0.29393], [-3.18518, 0.82943, -1.48087], [-3.42238, -0.99624, -1.04010], [-5.31687, 0.74278, -0.27540], [-4.17823, 1.06446, 1.23193], [-6.02824, -1.04740, 1.36328], [-5.00839, -1.88698, 0.09052], [-5.34101, -0.71280, 3.48100], [0.55935, 0.92198, 0.02255], [1.38245, -0.44789, -0.86614], [2.99031, -1.24038, 3.31981], [1.81982, 0.05934, 3.91811], [3.60959, 0.55118, 3.46567], [-3.75030, -6.12932, 2.41939], [-3.41865, -7.06764, 3.53984], [-3.19174, -8.30006, 2.86961], [-2.84664, -8.00283, 1.58808], [-2.42791, -8.79900, 0.79842], [-3.03772, -6.68108, 1.31814], [-3.42476, -5.10732, 2.62068], [-4.81774, -6.12135, 2.18126], [-2.50601, -6.78049, 4.07043], [-4.23253, -7.16097, 4.26007], [3.14974, 1.74373, -3.70731], [2.72117, 2.58780, -2.54652], [1.31723, 2.72234, -2.75073], [0.92129, 1.66534, -3.50970], [-0.22750, 1.38043, -3.72683], [1.98600, 0.97292, -3.98869], [3.99453, 1.09817, -3.46416], [3.40041, 2.33946, -4.58935], [2.89322, 2.09654, -1.58380], [3.20876, 3.56381, -2.53796], [0.18956, 6.87778, -2.82592], [0.98507, 5.61617, -2.68233], [2.25720, 5.97769, -3.20142], [2.36587, 7.33095, -3.08765], [3.37638, 7.94471, -3.27676], [1.18022, 7.89297, -2.73023], [-0.55966, 6.99054, -2.04099], [-0.30232, 6.95432, -3.79985], [1.10275, 5.31255, -1.63765], [0.55755, 4.78806, -3.24541], [7.23480, 9.03757, -2.70823], [6.53850, 7.71463, -2.61241], [7.12062, 7.12742, -1.45563], [7.59343, 8.14560, -0.68541], [7.99399, 8.01472, 0.43535], [7.55032, 9.33127, -1.35361], [6.59880, 9.81360, -3.13652], [8.16366, 8.98195, -3.28367], [5.46205, 7.81870, -2.45243], [6.70720, 7.09040, -3.49138], [0.46355, -7.35206, -2.69793], [0.36195, -6.42716, -3.87256], [1.01279, -5.25001, -3.41017], [1.86216, -5.62632, -2.41467], [2.68469, -4.90764, -1.92006], [1.65621, -6.92111, -2.05416], [0.53914, -8.39852, -2.99590], [-0.37371, -7.24050, -2.00253], [0.89476, -6.80418, -4.75016], [-0.67211, -6.21678, -4.14943], [-3.42508, 1.59227, 6.48793], [-2.08940, 0.91428, 6.50076], [-1.92797, 0.50188, 5.14880], [-2.70687, 1.31441, 4.38702], [-2.67753, 1.34869, 3.18621], [-3.52131, 2.08240, 5.15567], [-3.48555, 2.40911, 7.20810], [-4.24985, 0.89720, 6.66924], [-1.27552, 1.59660, 6.76196], [-2.06306, 0.05725, 7.17496]]}